46
Properties=species:S:1:pos:R:3:forces:R:3 method="wB97M-V/def2-TZVPD" total_charge=+1 lumo_energy_ev=-5.55 max_force_ha_per_bohr=0.0287
C 0.13271 1.65207 2.40112 0.05 0.15 0.04
N -0.82880 0.60593 2.16632 0.21 0.39 -0.07
C -1.47891 0.42942 0.96127 0.29 -0.03 -0.46
C -1.28558 1.13750 -0.20699 -0.03 -0.81 1.09
N -2.30644 -0.66013 1.15313 -0.27 -0.01 -0.43
C -3.17417 -1.18740 0.13160 -0.12 0.02 0.00
C -2.16422 -1.16842 2.43858 0.07 -0.23 0.50
C -1.22136 -0.35909 3.08658 -0.12 -0.38 0.32
C -0.83140 -0.59901 4.40505 -0.21 0.00 -0.46
C -1.42479 -1.68972 5.05629 -0.32 -0.20 -0.35
C -2.37451 -2.50619 4.40248 0.35 0.36 0.11
C -2.76021 -2.25636 3.07798 0.27 0.41 -0.13
H 0.46585 1.58341 3.44214 -0.02 0.13 -0.33
H 1.00295 1.55607 1.73366 -0.16 -0.06 0.16
H -0.31660 2.64039 2.22883 0.08 -0.22 0.10
H -1.89984 0.88723 -1.06002 0.08 0.28 -0.02
H -0.59626 1.96926 -0.18461 -0.19 0.04 -0.26
H -3.73692 -2.02345 0.56007 0.10 0.23 -0.25
H -3.87784 -0.41855 -0.21801 0.13 -0.20 0.11
H -2.60202 -1.54625 -0.73903 -0.07 0.04 0.22
H -0.09430 0.05493 4.87533 -0.27 -0.36 0.06
H -1.15461 -1.92122 6.08661 -0.06 0.11 -0.30
H -2.80949 -3.34430 4.94689 0.10 0.24 -0.19
H -3.48986 -2.86362 2.53867 0.21 0.05 0.40
Cl 4.61222 4.67489 -1.67388 -0.02 -0.05 0.00
C 3.66345 3.26839 -1.86875 -0.38 -0.55 -0.06
C 3.90797 2.14492 -1.06178 -0.26 -0.32 -0.06
C 3.14065 0.99683 -1.22711 0.01 0.23 -0.26
C 2.11110 0.93877 -2.20654 0.25 0.36 0.13
C 1.35471 -0.26024 -2.40895 -0.21 0.38 -0.41
C 0.23371 -0.37896 -3.39295 -0.40 -0.71 -0.14
C -0.20723 -1.88320 -3.33750 0.41 0.96 0.15
C 0.71366 -2.47535 -2.30958 0.42 1.41 -0.12
C 1.58063 -1.51702 -1.80187 -0.43 -1.10 0.04
C 1.87862 2.10069 -2.99881 0.12 -0.12 0.20
C 2.64517 3.24775 -2.83597 -0.20 -0.38 0.00
H 4.69923 2.17704 -0.31680 -0.17 0.02 -0.16
H 3.33136 0.11881 -0.60819 0.04 0.39 -0.11
H -0.60185 0.28534 -3.13524 0.27 -0.05 0.09
H 0.54222 -0.10273 -4.41046 0.09 -0.01 0.26
H -1.26701 -1.96085 -3.05914 0.23 -0.21 0.06
H -0.10374 -2.34098 -4.32983 0.02 -0.18 0.30
H 0.68319 -3.52856 -2.03995 0.12 0.23 0.08
H 2.35565 -1.68372 -1.05273 -0.38 -0.15 -0.28
H 1.08898 2.08144 -3.75391 0.30 0.10 0.25
H 2.46393 4.12428 -3.45396 0.07 -0.19 0.16


246
Properties=species:S:1:pos:R:3:forces:R:3 method="wB97M-V/def2-TZVPD" s2=0.75 spin_multiplicity=2 total_charge=+7 lumo_energy_ev="-12.50 / -17.97" max_force_ha_per_bohr=0.0715
C -4.23928 0.30532 -2.82417 -0.20 -0.28 0.39
C -3.55900 0.96155 -4.02193 -0.31 -1.37 0.75
C -2.50075 0.02135 -4.61171 1.01 1.27 -1.41
N -1.81989 0.70946 -5.84266 0.36 -0.59 -0.52
C -1.10137 -0.45787 -6.60953 -0.17 1.59 0.25
C -0.19498 0.06952 -7.69409 0.62 0.39 -2.21
C 0.79707 1.25091 -7.44111 -1.02 -1.94 1.47
C 0.01724 2.31820 -6.69294 -0.65 -0.47 0.35
C -0.80569 1.79326 -5.45202 0.31 0.04 -0.87
C -2.90349 1.35299 -6.73436 1.07 0.16 0.23
H -3.55379 0.31917 -1.97682 0.03 -0.20 0.08
H -4.55898 -0.72327 -2.99122 0.20 -0.13 -0.19
H -5.15210 0.81818 -2.52111 0.09 0.29 -0.12
H -3.13794 1.86490 -3.58061 0.14 0.25 -0.81
H -4.32964 1.16014 -4.76676 0.26 0.29 0.10
H -2.83979 -0.92695 -5.02872 -0.83 0.22 0.08
H -1.64062 -0.28549 -4.01662 -0.12 0.46 0.74
H -0.54374 -1.04108 -5.87672 -0.14 0.12 0.25
H -1.92701 -1.03734 -7.02261 0.22 -0.17 -0.03
H 0.39626 -0.74641 -8.10976 -0.01 -0.38 0.34
H -0.75826 0.33471 -8.58879 -0.55 0.12 0.13
H 1.55909 0.75692 -6.83828 0.53 0.60 0.31
H 1.25920 1.59570 -8.36613 -0.27 0.02 0.08
H 0.68850 3.10926 -6.35869 -0.38 0.28 -0.03
H -0.71844 2.65608 -7.42281 0.21 0.79 0.13
H -0.11717 1.46643 -4.67278 -0.15 -0.71 0.02
H -1.40488 2.58419 -5.00092 0.04 0.16 -0.20
H -3.15469 2.30776 -6.27239 -0.59 -0.40 0.26
H -3.71097 0.63209 -6.86235 -0.02 0.32 0.06
H -2.52298 1.69146 -7.69807 0.29 -0.74 -0.03
C -2.99944 -4.05129 -2.45617 -0.84 0.02 -0.60
C -3.79473 -5.05113 -1.60297 -0.05 0.67 -0.81
C -5.07753 -4.34734 -1.09091 1.36 -1.34 0.39
N -5.84326 -5.18951 -0.09100 1.48 0.49 1.15
C -4.91858 -5.37905 1.19448 -1.79 -1.38 -0.46
C -5.69206 -6.16591 2.26049 -0.19 0.30 0.88
C -6.94791 -5.40522 2.69365 0.53 -0.40 -0.33
C -7.73811 -5.14797 1.42330 -2.51 0.45 0.13
C -7.08199 -4.37670 0.33161 0.53 -1.28 -0.56
C -6.16825 -6.59031 -0.64982 -0.02 0.72 -0.13
H -2.31798 -4.59078 -3.11395 0.44 0.18 0.35
H -2.56844 -3.19326 -1.94030 0.41 -0.35 0.25
H -3.69221 -3.59637 -3.16414 -0.22 0.08 -0.17
H -3.11240 -5.52397 -0.89661 -0.40 0.13 0.40
H -4.12389 -5.82070 -2.30119 0.08 -0.21 0.14
H -5.64006 -4.13817 -2.00081 -0.58 0.01 0.38
H -4.83685 -3.42239 -0.56686 -0.04 0.08 -0.05
H -4.68251 -4.40644 1.62623 0.23 0.14 -0.56
H -4.08137 -6.00453 0.88471 0.17 0.62 -0.06
H -5.06129 -6.23264 3.14693 0.37 -0.27 -0.15
H -5.94472 -7.18357 1.96277 0.20 0.04 -0.12
H -6.61375 -4.54597 3.27514 -0.03 0.89 -0.65
H -7.50615 -5.87843 3.50145 -0.26 -0.72 -0.58
H -8.70673 -4.68839 1.61989 0.06 0.57 0.32
H -8.14660 -6.00806 0.89275 0.38 -0.79 0.76
H -6.85857 -3.35217 0.62915 0.67 -0.10 -0.28
H -7.64090 -4.39492 -0.60401 -0.53 0.38 0.28
H -6.84929 -7.16314 -0.02042 0.11 0.45 -0.03
H -5.24733 -7.16691 -0.73665 0.01 0.27 -0.01
H -6.61275 -6.44647 -1.63462 -0.01 -0.04 0.05
C 8.06069 1.82039 0.88549 -0.40 0.30 0.35
C 6.92719 2.45099 0.01440 0.41 -1.24 -0.07
C 6.29291 1.38639 -0.92909 0.09 1.64 1.01
N 4.95200 1.80937 -1.56218 -0.24 1.22 -0.69
C 5.13278 3.14481 -2.30832 -0.78 -0.26 -1.17
C 3.98485 3.43745 -3.33646 0.04 0.22 0.02
C 3.77179 2.31531 -4.34676 0.98 0.49 -0.22
C 3.53912 1.05689 -3.56199 -0.18 -0.61 -0.52
C 4.69788 0.76653 -2.63782 -0.72 -0.90 1.43
C 3.74543 1.97711 -0.60853 0.78 -0.34 -0.05
H 7.76020 1.00564 1.54426 -0.60 0.08 0.04
H 8.41396 2.62240 1.53363 0.27 -0.12 -0.03
H 8.92127 1.38098 0.38108 -0.11 0.48 -0.60
H 7.40482 3.20905 -0.60634 -0.17 0.13 0.03
H 6.18507 2.94620 0.64059 0.00 -0.07 0.18
H 6.13435 0.42414 -0.44222 -0.03 0.02 -0.08
H 7.04648 1.34221 -1.71540 -0.51 -0.62 -0.36
H 6.01053 2.98961 -2.93566 0.27 0.14 0.25
H 5.29890 3.97633 -1.62342 -0.04 -0.30 0.12
H 4.20821 4.37434 -3.84682 0.42 0.01 0.07
H 2.99662 3.62975 -2.91871 0.04 0.02 0.72
H 4.65380 2.17342 -4.97127 0.41 0.05 0.14
H 3.04472 2.59787 -5.10809 -0.56 -0.20 0.41
H 3.48027 0.19564 -4.22749 0.02 -0.09 -0.06
H 2.59254 1.05374 -3.02156 -0.09 0.06 0.18
H 5.64900 0.50645 -3.10240 -0.09 0.57 -0.32
H 4.46039 -0.10266 -2.02447 -0.14 -0.33 -0.15
H 3.51506 1.06421 -0.05932 0.34 -0.24 -0.24
H 2.82946 2.24892 -1.13314 0.39 -0.09 -0.40
H 3.94764 2.76199 0.12028 0.37 0.01 -0.20
C 5.03501 0.93333 3.20327 -0.41 -1.94 0.59
C 3.78879 0.04596 3.01662 -1.39 0.74 0.51
C 3.84840 -1.33257 3.62172 0.32 -2.39 -0.10
N 2.72663 -2.33440 3.20549 -2.02 0.22 -1.57
C 2.69873 -3.55667 4.20302 0.70 0.26 -1.34
C 3.91918 -4.45470 4.03409 1.25 1.39 1.14
C 4.08011 -4.95255 2.61002 -0.82 -0.05 0.69
C 4.09062 -3.81162 1.58036 0.68 -0.35 0.16
C 2.88783 -2.88284 1.65886 0.10 0.61 1.84
C 1.26740 -1.73811 3.25615 0.71 0.04 0.87
H 5.29287 1.04577 4.25635 -0.05 -0.03 0.06
H 4.95073 1.93659 2.78559 0.20 -0.40 -0.49
H 5.74457 0.21642 2.79015 1.08 1.15 -0.36
H 3.52130 -0.01359 1.96163 0.09 -0.10 -0.14
H 2.92727 0.49650 3.50946 -0.29 0.38 -0.10
H 3.92697 -1.39555 4.70706 -0.66 0.62 0.22
H 4.70865 -1.96411 3.39986 0.48 0.61 -0.64
H 2.56230 -3.06557 5.16650 -0.09 -0.56 0.09
H 1.89017 -4.20777 3.87075 -0.65 0.57 0.30
H 4.81754 -3.94312 4.37956 0.35 0.78 -0.60
H 4.01537 -5.15012 4.86790 -1.06 -0.92 -0.41
H 4.92828 -5.63534 2.55999 0.11 0.30 -0.31
H 3.19614 -5.55014 2.38734 -0.14 -0.35 -0.11
H 5.00739 -3.22473 1.63675 0.08 0.10 0.25
H 4.21502 -4.33127 0.63032 -0.52 0.40 -0.44
H 2.91339 -1.98986 1.03433 0.32 0.02 0.09
H 1.91409 -3.31771 1.43345 0.12 -0.39 0.30
H 1.04368 -1.50040 4.29612 0.16 -0.40 0.23
H 0.53526 -2.45682 2.88802 0.46 -0.28 0.10
H 1.02861 -0.80510 2.74570 1.06 -0.11 -0.69
C -2.22330 1.72574 6.38270 1.64 0.01 0.69
C -2.38091 0.68876 5.29317 0.75 -0.24 -0.44
C -3.71394 0.81792 4.68519 -1.36 -0.93 -1.63
N -3.88278 -0.00138 3.36833 1.40 -2.26 -0.95
C -3.06168 0.67351 2.18033 -1.26 0.23 0.28
C -3.32381 -0.07623 0.90290 -1.35 -0.62 -1.27
C -4.83221 -0.38108 0.43991 1.37 -0.39 2.58
C -5.63808 -0.90040 1.67627 0.26 1.00 -0.42
C -5.39004 -0.11067 2.99593 0.89 0.57 -0.92
C -3.31489 -1.45972 3.47730 0.14 0.85 0.91
H -1.24625 1.52961 6.82429 0.12 0.05 0.27
H -2.89977 1.68590 7.23645 -0.38 -0.20 -0.38
H -2.13920 2.75658 6.03863 -0.45 -0.06 -0.31
H -2.20848 -0.33593 5.62237 -0.49 0.03 0.78
H -1.60954 0.70351 4.52319 0.35 0.93 -0.13
H -4.01892 1.78844 4.29382 0.29 0.36 0.67
H -4.42162 0.47156 5.43840 -0.52 -0.05 -0.43
H -3.28228 1.73485 2.06633 -1.03 0.04 0.43
H -1.98567 0.75234 2.33556 -0.01 -0.91 0.71
H -2.89330 0.46016 0.05729 0.56 -0.04 0.22
H -2.82784 -1.04088 1.01037 0.16 0.01 -0.45
H -5.35251 0.48861 0.03863 0.26 -0.02 -0.11
H -4.77367 -1.19546 -0.28222 -0.10 0.35 -0.26
H -6.66665 -0.82270 1.32397 -0.33 0.12 0.80
H -5.49949 -1.95624 1.90887 0.26 -0.06 -0.22
H -5.56658 0.96472 2.97430 -1.11 -0.15 -0.35
H -5.95250 -0.60758 3.78638 0.38 0.30 0.33
H -3.73191 -1.93307 4.36619 -0.20 0.18 0.00
H -2.23484 -1.41296 3.61662 -0.04 0.25 0.00
H -3.47674 -2.12103 2.62608 -0.43 0.69 -0.01
C 0.99894 2.28184 1.49150 -0.03 -0.61 0.54
C 1.71631 3.28504 2.39785 -1.21 0.79 0.69
C 1.03321 3.43441 3.83692 2.07 0.90 -0.15
N 1.91772 4.28910 4.81076 1.61 -0.60 2.16
C 2.27529 5.76111 4.37249 -1.66 -1.13 -0.39
C 0.96035 6.53474 4.40067 1.11 0.37 0.67
C 0.34268 6.52354 5.79929 -1.51 -0.45 -0.37
C -0.07025 5.10607 6.24420 0.74 0.57 -0.20
C 1.24079 4.30348 6.23184 -1.28 0.84 0.30
C 3.30703 3.62571 5.14789 -1.46 0.75 -1.22
H -0.03378 2.18110 1.82535 -0.22 -0.08 -0.09
H 1.43935 1.28519 1.52004 -0.09 -0.04 0.09
H 0.95927 2.53458 0.43194 0.20 0.28 0.09
H 1.59162 4.25110 1.90867 0.24 0.30 0.17
H 2.78771 3.09331 2.45651 -0.10 -0.11 0.21
H 0.88726 2.49584 4.37160 0.18 -0.16 -0.15
H 0.07430 3.95263 3.83169 0.08 -0.10 -0.40
H 2.71504 5.68380 3.37813 -0.07 -0.08 -0.01
H 3.03330 6.19975 5.02142 -0.19 -0.41 0.36
H 0.26819 6.11079 3.67315 -0.11 0.21 -0.15
H 1.21901 7.56157 4.14218 -0.26 0.06 -0.28
H -0.56958 7.11892 5.76180 0.15 0.30 0.13
H 0.97774 6.92072 6.59115 0.20 0.27 -0.30
H -0.90511 4.66678 5.69819 0.19 0.00 -0.53
H -0.49238 5.21257 7.24348 0.45 -0.35 0.30
H 1.11325 3.33879 6.72297 0.25 -0.61 -0.97
H 1.86169 4.83390 6.95381 0.64 0.11 -0.54
H 3.87969 3.61239 4.22054 -0.04 -0.42 0.10
H 3.06450 2.65026 5.56952 0.50 0.10 0.00
H 3.82961 4.32006 5.80582 -0.24 -0.40 0.31
C -0.30623 8.86994 1.22978 -0.04 -0.13 -0.50
C -0.13565 7.68497 0.25411 -0.38 -0.39 0.53
C -1.31721 6.68473 0.38032 -0.21 0.53 -0.91
N -1.56218 5.70054 -0.80452 1.21 -0.63 -0.76
C -0.16513 5.03376 -1.17587 -2.09 -1.64 0.55
C -0.34373 3.78981 -2.09535 0.07 1.75 -1.26
C -1.35613 2.81894 -1.65817 -1.52 -0.65 2.16
C -2.73293 3.38583 -1.21336 0.07 1.67 -0.13
C -2.60938 4.62902 -0.27635 2.08 -0.10 -0.82
C -2.11616 6.46883 -2.01791 -0.28 0.08 1.84
H 0.57698 9.50494 1.16047 -0.04 -0.02 0.06
H -0.41871 8.55421 2.26697 -0.06 -0.06 -0.02
H -1.16118 9.48207 0.94262 -0.04 -0.02 0.12
H 0.77901 7.16377 0.53669 0.17 -0.09 -0.24
H -0.01243 8.08329 -0.75299 -0.09 -0.10 -0.05
H -2.26181 7.22410 0.45051 -0.01 0.11 0.08
H -1.22040 6.09232 1.29015 0.09 -0.18 -0.15
H 0.09408 4.64020 -0.19301 0.68 0.22 0.07
H 0.57118 5.72548 -1.58510 -0.48 0.31 0.28
H 0.61611 3.29674 -2.24928 0.18 0.08 0.23
H -0.65065 4.10038 -3.09407 0.26 0.50 -0.24
H -0.99243 2.40308 -0.71855 0.23 -0.60 0.08
H -1.51155 1.97906 -2.33532 0.30 0.11 -0.06
H -3.24900 2.59794 -0.66471 -0.20 0.14 0.01
H -3.40119 3.74007 -1.99824 0.11 -0.50 -0.50
H -2.15351 4.29078 0.65417 -0.18 0.21 0.25
H -3.51557 5.20873 -0.10069 -0.04 -0.30 -0.03
H -1.39355 7.25429 -2.23926 -0.19 -0.20 -0.34
H -3.01355 6.90692 -1.58103 -0.10 0.34 -0.52
H -2.41382 5.84985 -2.86429 0.49 -0.14 0.22
C 2.94220 -8.76387 -1.19295 -0.14 -0.59 0.29
C 3.17199 -7.25230 -1.35575 -0.42 -0.68 0.00
C 2.07958 -6.72920 -2.27302 -0.04 0.69 -0.69
N 2.00880 -5.15554 -2.45865 -1.43 -0.30 -0.85
C 1.06267 -4.84265 -3.63998 -2.18 1.24 0.35
C 0.95266 -3.31744 -4.00193 0.84 -0.58 2.06
C 2.30189 -2.75195 -4.28793 1.19 0.09 -1.00
C 3.35608 -3.11391 -3.21294 -0.93 -1.02 -0.49
C 3.34923 -4.63082 -2.90596 0.99 0.14 1.52
C 1.44883 -4.56760 -1.13275 1.43 -0.62 0.00
H 3.76818 -9.27134 -0.69464 0.20 0.29 -0.10
H 2.76579 -9.32006 -2.11362 0.08 0.27 -0.20
H 2.08879 -8.95781 -0.54320 -0.19 0.12 -0.07
H 4.17064 -7.08906 -1.76090 -0.06 0.21 0.05
H 3.08305 -6.86318 -0.34147 0.22 0.43 -0.04
H 1.08022 -7.07342 -2.00675 -0.05 0.35 0.48
H 2.19033 -7.13212 -3.27974 0.40 0.19 -0.10
H 1.15427 -5.47272 -4.52470 0.81 -0.25 0.39
H 0.05123 -4.97178 -3.25474 0.03 -0.90 0.12
H 0.19316 -3.06241 -4.74100 0.12 -0.62 -0.17
H 0.62020 -2.86590 -3.06722 -0.40 0.33 0.01
H 2.61224 -3.18298 -5.23977 0.40 -0.09 -0.13
H 2.26862 -1.68198 -4.49324 -0.06 0.11 0.36
H 4.37003 -2.85881 -3.52103 -0.07 0.07 -0.04
H 3.13530 -2.61483 -2.26940 0.02 0.29 0.05
H 3.78309 -5.33569 -3.61520 -0.68 0.34 -0.86
H 4.04754 -4.82977 -2.09301 -0.11 0.31 0.46
H 0.56587 -5.07856 -0.74881 -0.22 -0.16 -0.90
H 1.30261 -3.48890 -1.07684 0.09 -0.11 -0.69
H 2.20633 -4.83975 -0.39775 0.20 0.18 -0.04
Cl -1.58911 -3.83333 1.46072 0.04 -0.11 -0.10
O -0.76471 -1.75512 -1.02936 -1.40 -1.35 -0.67
C 0.17074 -0.80534 -1.08382 2.22 2.78 0.91
O 0.72094 -0.57114 0.04503 -0.01 -0.42 0.05
O 0.40676 -0.19811 -2.13452 -0.52 -0.54 -0.55
H -0.72976 -1.96630 -0.09353 -0.16 -0.26 0.39


13
Properties=species:S:1:pos:R:3:forces:R:3 method="wB97M-V/def2-TZVPD" relative_energy_kcal_mol=28.4 lumo_energy_ev=0.77 max_force_ha_per_bohr=0.0378 smiles="CCC=O.O"
C 0.60897 -0.58918 1.24217 1.03 0.42 -1.34
C 0.72455 -1.08564 -0.23997 -0.64 -0.09 0.35
C 0.84728 0.13396 -1.15935 -0.20 1.51 1.21
O 1.02048 1.25118 -0.70230 0.15 -0.93 -0.35
H -0.11104 0.20070 1.23172 -0.29 0.81 -0.07
H 0.23587 -1.22392 2.01664 0.15 -1.21 0.04
H 1.57543 -0.16133 1.52143 -0.24 -0.03 0.25
H -0.21734 -1.59480 -0.49810 0.20 0.05 -0.21
H 1.51992 -1.82018 -0.47534 -0.22 0.41 0.32
H 0.66059 0.13242 -2.24173 0.13 -0.96 -0.23
O -2.10070 1.52939 0.05790 -0.56 0.68 1.03
H -2.86023 2.15539 0.00476 0.99 -1.05 -0.58
H -1.90379 1.07201 -0.75783 -0.48 0.39 -0.42


Number 1: total energy -37629.3349 eV. Number 2: total energy -108819.7092 eV. Number 3: total energy -7334.8199 eV.